Density functional theory data (wB97M-V/def2-TZVPD) for C4H28HgO11 as an isolated structure in a non-equilibrium geometry.

Calculated values
HOMO: -8.95 eV
electronic energy: -31296.46678 eV

Last column: Löwdin charge in e.
Geometry (Å):
Hg1 -1.05993 2.16879 1.54876  1.263
C1 1.31127 1.04683 4.73857  -0.093
C2 0.08882 0.60486 3.92918  -0.452
O1 -0.75277 1.69259 3.67199  -0.415
H1 1.00404 1.31588 5.74702  0.071
H2 1.71296 1.93338 4.24412  0.057
H3 2.07759 0.27058 4.71944  0.068
H4 -0.50974 -0.19013 4.39040  0.107
H5 0.48400 0.15591 3.00028  0.076
C3 0.71509 -0.07367 -0.57800  -0.089
C4 -0.58623 -0.59032 0.02028  -0.428
O2 -1.55607 0.36084 0.36234  -0.423
H6 1.49902 0.19808 0.12892  0.063
H7 0.57683 0.76990 -1.25559  0.056
H8 1.16199 -0.90015 -1.13963  0.042
H9 -0.31927 -1.16285 0.92267  0.096
H10 -1.03296 -1.24453 -0.74312  0.099
O3 2.24885 -1.29270 -3.65946  -0.069
H11 2.38543 -1.88159 -2.90536  -0.013
H12 2.92602 -1.55635 -4.28928  0.036
O4 -2.27355 -3.21177 -3.05564  -0.054
H13 -2.59547 -2.85508 -2.22219  0.019
H14 -1.84049 -2.46881 -3.48698  0.026
O5 0.36738 2.87926 -2.73178  -0.044
H15 0.76251 2.18466 -3.27466  0.062
H16 -0.11583 3.43062 -3.35722  0.071
O6 -2.74944 0.85190 -2.75120  -0.054
H17 -2.11707 0.58891 -2.06778  0.001
H18 -2.28857 0.72045 -3.58509  0.025
O7 2.62207 -3.25772 -1.31980  -0.045
H19 2.90630 -3.94684 -0.71214  0.052
H20 1.87896 -2.82887 -0.88126  0.025
O8 2.60455 3.04735 -1.12564  -0.056
H21 1.91801 3.09960 -1.81945  0.009
H22 3.28745 2.47902 -1.49514  0.065
O9 -4.32926 -0.48249 1.07987  -0.070
H23 -4.30549 -1.41409 0.85621  0.005
H24 -3.40467 -0.19926 1.02864  -0.019
O10 1.34450 2.42101 1.20682  -0.143
H25 1.65583 2.81278 0.36133  0.013
H26 2.13605 2.32630 1.74571  0.062
O11 -2.72161 -2.69750 1.94831  -0.045
H27 -2.20827 -1.92989 1.67165  0.002
H28 -2.90884 -3.17489 1.13390  0.039